The following is a DFT calculation (ωB97M-V/def2-TZVPD) of one molecule with the formula C6H10OSSi at a distorted geometry.

The value obtained for the relative energy (zero: lowest compared OMol25 entry of this formula, charge and spin) is 105.8 kcal/mol. The gap between HOMO and LUMO (alpha / beta) comes out at 7.81 / 8.27 eV. For the LUMO energy (alpha / beta), the calculation gives -0.705 / -0.609 eV.

The geometry in ORCA input format:
```
! RIJCOSX wB97M-V def2-TZVPD def2/J DEFGRID3
* xyz 0 1
S -2.0708 1.3179 -0.6441
Si 0.5436 -0.4779 0.0599
O -3.0986 2.3621 -0.6551
C -0.4712 2.1434 -0.2832
C -2.2083 0.4702 0.8601
C -0.9734 -0.8368 1.0567
C 0.6065 1.4248 -0.0644
C 0.4434 -1.2178 -1.7011
C 2.0689 -1.1813 0.9624
H -1.1320 -1.3919 1.9608
H 1.5510 1.9154 0.1126
H -3.1015 0.4202 1.4460
H 1.9985 -1.0550 2.0375
H 2.1443 -2.2463 0.7653
H 0.0481 -2.2281 -1.6592
H 1.4240 -1.2748 -2.1661
H -0.5629 3.2174 -0.3697
H -0.2043 -0.6428 -2.3547
H 2.9946 -0.7187 0.6362
*
```